[1]
{"formula": "C3H3Cl2F", "method": "ωB97M-V with the def2-TZVPD basis set", "elements": ["C", "C", "C", "F", "Cl", "Cl", "H", "H", "H"], "xyz": [[0.45, 1.31, 1.18], [-0.63, 0.99, 0.42], [-0.55, 0.09, -0.70], [-1.87, 1.53, 0.65], [0.04, 2.12, 2.65], [0.56, 0.96, -1.79], [1.41, 0.90, 1.15], [-1.53, 0.00, -1.10], [-0.09, -0.80, -0.38]], "mulliken_charge": [-0.35, 0.41, -0.47, -0.24, -0.17, -0.16, 0.37, 0.34, 0.27], "energy_ha": -1136.3142, "homo_lumo_gap_ev": 9.9, "lumo_ev": 0.6, "spin_multiplicity": 1, "smiles": "F/C(=C\\Cl)CCl", "e_above_lowest_ev": 0.6304, "charge": 0}

---

[2]
{"formula": "C3H3ClFN", "method": "ωB97M-V with the def2-TZVPD basis set", "elements": ["C", "C", "C", "H", "H", "H", "N", "F", "Cl"], "xyz": [[-0.30, 0.23, -0.26], [0.65, -0.64, 0.50], [1.97, -0.36, 0.00], [-0.10, 0.19, -1.29], [0.60, -0.32, 1.52], [0.30, -1.72, 0.47], [3.04, -0.06, -0.32], [-0.27, 1.49, 0.22], [-1.97, -0.38, -0.11]], "mulliken_charge": [0.15, -0.46, 0.24, 0.29, 0.24, 0.33, -0.38, -0.22, -0.19], "energy_ha": -730.9101, "homo_lumo_gap_ev": 12.4, "lumo_ev": 0.7, "spin_multiplicity": 1, "smiles": "N#CC[C@H](F)Cl", "e_above_lowest_ev": 0.1044, "charge": 0}

---

[3]
{"formula": "C3H3ClFN2O2", "method": "ωB97M-V with the def2-TZVPD basis set", "elements": ["C", "H", "Cl", "C", "H", "H", "C", "N", "N", "O", "O", "F"], "xyz": [[-0.40, 0.06, -0.24], [0.69, 0.23, 1.55], [-2.22, -0.23, -0.73], [-0.36, 0.12, 1.26], [-0.79, -0.80, 1.69], [-0.93, 1.00, 1.58], [-0.01, 1.28, -0.94], [-0.07, 2.31, -1.47], [0.27, -1.18, -0.84], [0.46, -2.11, -0.09], [0.45, -1.18, -2.03], [2.91, 0.50, 0.26]], "mulliken_charge": [0.65, 0.34, -0.20, -1.19, 0.34, 0.37, 0.17, -0.49, 1.04, -0.57, -0.55, -0.92], "energy_ha": -936.0804, "homo_lumo_gap_ev": 6.6, "lumo_ev": 2.5, "spin_multiplicity": 1, "e_above_lowest_ev": 0.2054, "charge": -1}

---

[4]
{"formula": "C3H3ClIN3", "method": "ωB97M-V with the def2-TZVPD basis set", "elements": ["C", "C", "C", "N", "N", "N", "Cl", "I", "H", "H", "H"], "xyz": [[2.28, -0.75, 2.93], [2.02, -0.56, 1.56], [0.14, 0.49, 0.31], [1.10, -0.53, 3.50], [0.19, -0.19, 2.64], [0.76, -0.10, 1.47], [3.62, -1.47, 3.62], [0.40, 3.53, 2.67], [-0.84, 0.16, 0.20], [0.03, 1.65, 0.49], [0.90, 0.23, -0.48]], "mulliken_charge": [0.29, 0.02, -0.61, -0.32, -0.56, 0.62, -0.16, 0.03, 0.29, 0.13, 0.28], "energy_ha": -1038.0893, "homo_lumo_gap_ev": [7.4, 6.3], "lumo_ev": [-2.1, -3.4], "spin_multiplicity": 1, "e_above_lowest_ev": 3.5650, "charge": 0}